C2H7O2P | wB97M-V/def2-TZVPD

Last columns: bonded neighbours and bond lengths (Å).
Geometry (Å):
1 C 2.328 1.545 0.536  O3 1.256, H7 1.086, H8 1.055
2 C -2.382 -0.324 -0.285  O4 1.433, H9 1.118, H10 1.094, H11 1.140
3 O 2.258 0.452 -0.079  C1 1.256, P5 1.630
4 O -1.901 -1.628 0.065  C2 1.433, H6 0.981
5 P 1.345 -0.878 0.154  O3 1.630, H12 1.516
6 H -0.927 -1.555 0.156  O4 0.981
7 H 1.841 1.816 1.468  C1 1.086
8 H 2.961 2.307 0.172  C1 1.055
9 H -3.463 -0.435 -0.022  C2 1.118
10 H -2.353 -0.170 -1.368  C2 1.094
11 H -1.758 0.530 0.139  C2 1.140
12 H 2.051 -1.661 -0.936  P5 1.516

The value obtained for the energy above the lowest of the compared OMol25 structures with the same formula, charge and spin is 4.508 eV. The total energy is -572.086800 Eh. The HOMO energy (alpha / beta) is -7.93 / -8.20 eV. The calculation puts the gap between HOMO and LUMO (alpha / beta) at 7.0 / 8.2 eV.